Below is a 3-piece molecular cluster, C53H68ClN3O9P overall in a non-equilibrium geometry, with properties calculated with the ωB97M-V functional and the def2-TZVPD basis.

Element x y z (Å)
C: 2.522 -3.727 2.505
C: 3.472 -3.666 1.307
O: 2.918 -4.405 0.226
C: 2.790 -3.699 -0.994
C: 2.069 -4.593 -2.010
O: 0.952 -5.308 -1.494
C: 0.010 -4.532 -0.806
C: -1.281 -5.348 -0.690
O: -2.100 -4.916 0.398
C: -2.883 -3.755 0.127
C: -2.900 -2.861 1.379
C: -3.435 -3.671 2.593
C: -2.423 -4.533 3.383
N: -1.470 -2.467 1.632
C: -1.012 -1.310 0.814
C: -1.735 0.027 1.116
C: -1.790 0.721 -0.281
C: -1.851 2.264 -0.326
C: -2.443 2.705 -1.674
Cl: -1.341 3.768 -2.607
C: -0.816 0.915 2.005
C: -0.069 0.295 3.215
C: 1.451 0.523 3.156
C: 1.802 1.987 3.065
O: 1.079 2.823 3.421
O: 3.051 2.275 2.688
C: 3.482 1.772 1.413
C: 4.631 0.783 1.540
C: -3.174 -0.286 1.738
C: -3.136 -0.419 3.295
C: -4.500 -0.411 4.029
P: -4.351 1.142 1.484
N: -3.968 2.408 2.326
C: -3.806 -1.593 1.154
N: -4.162 -1.485 -0.277
H: 2.122 -4.740 2.603
H: 3.038 -3.472 3.436
H: 1.699 -3.013 2.371
H: 4.451 -4.086 1.567
H: 3.634 -2.619 1.007
H: 3.786 -3.467 -1.403
H: 2.255 -2.745 -0.845
H: 2.763 -5.349 -2.388
H: 1.749 -3.975 -2.865
H: 0.360 -4.303 0.216
H: -0.164 -3.573 -1.329
H: -1.858 -5.335 -1.626
H: -0.997 -6.389 -0.507
H: -3.912 -4.065 -0.096
H: -2.473 -3.229 -0.741
H: -4.219 -4.323 2.192
H: -3.940 -2.995 3.289
H: -2.829 -5.526 3.578
H: -1.486 -4.694 2.843
H: -2.172 -4.068 4.344
H: -1.321 -2.315 2.630
H: -0.901 -3.290 1.393
H: 0.073 -1.204 0.932
H: -1.194 -1.606 -0.224
H: -2.622 0.313 -0.856
H: -0.883 0.430 -0.835
H: -0.835 2.664 -0.251
H: -2.407 2.704 0.506
H: -2.600 1.838 -2.322
H: -3.390 3.232 -1.557
H: -0.033 1.278 1.323
H: -1.364 1.805 2.329
H: -0.419 0.774 4.136
H: -0.250 -0.776 3.352
H: 1.935 -0.065 2.369
H: 1.899 0.184 4.102
H: 3.794 2.632 0.813
H: 2.646 1.312 0.868
H: 5.547 1.267 1.887
H: 4.840 0.373 0.543
H: 4.380 -0.058 2.195
H: -2.649 -1.350 3.592
H: -2.561 0.409 3.698
H: -4.774 0.600 4.336
H: -4.406 -1.003 4.947
H: -5.312 -0.870 3.457
H: -5.633 0.593 1.680
H: -4.340 1.341 0.092
H: -4.722 2.704 2.938
H: -4.718 -1.802 1.730
H: -4.419 -0.543 -0.543
H: -4.992 -2.040 -0.466
C: 11.667 0.072 1.270
C: 12.705 0.920 1.640
C: 12.593 2.285 1.440
C: 11.443 2.809 0.862
C: 10.405 1.958 0.479
C: 10.520 0.589 0.691
C: 9.174 2.490 -0.170
O: 8.264 1.751 -0.488
C: 9.096 3.957 -0.417
C: 7.981 4.475 -1.065
C: 7.884 5.837 -1.294
C: 8.898 6.690 -0.871
C: 10.013 6.180 -0.228
C: 10.119 4.813 -0.004
C: 11.340 4.284 0.669
O: 12.219 5.028 1.045
H: 11.756 -0.994 1.431
H: 13.604 0.513 2.085
H: 13.391 2.956 1.727
H: 9.708 -0.060 0.394
H: 7.199 3.801 -1.388
H: 7.017 6.238 -1.803
H: 8.818 7.754 -1.048
H: 10.810 6.831 0.102
C: -8.128 4.762 -3.351
C: -9.113 4.661 -4.327
C: -9.288 3.474 -5.019
C: -8.473 2.384 -4.743
C: -7.475 2.488 -3.771
C: -7.311 3.679 -3.073
C: -6.570 1.346 -3.477
O: -5.710 1.429 -2.619
C: -6.743 0.094 -4.266
C: -5.877 -0.971 -4.049
C: -6.029 -2.146 -4.765
C: -7.054 -2.266 -5.698
C: -7.918 -1.207 -5.921
C: -7.762 -0.023 -5.212
C: -8.689 1.113 -5.490
O: -9.584 1.002 -6.298
H: -7.997 5.689 -2.808
H: -9.745 5.510 -4.548
H: -10.053 3.381 -5.777
H: -6.540 3.749 -2.318
H: -5.083 -0.866 -3.321
H: -5.349 -2.972 -4.600
H: -7.174 -3.186 -6.254
H: -8.715 -1.285 -6.647

* highest occupied orbital energy: -10.98 eV
* charge: +1
* lowest unoccupied orbital energy: -2.805 eV
* Kohn-Sham gap: 8.18 eV